1.
The following is a quantum chemistry calculation of an isolated molecule of C3H2N2O3, from the Open Molecules 2025 dataset.

For the HOMO-LUMO gap (spin up / spin down), the calculation gives 0.2524 / 0.2517 Eh. The value obtained for the energy above the lowest of the compared OMol25 structures with the same formula, charge and spin is 219.5 kcal per mole. As for the structure (SMILES): O=N/C=C\C(=O)N=O.

Structure (ORCA input):
```
! wB97M-V def2-TZVPD RIJCOSX def2/J DEFGRID3
* xyz 0 1
O 0.387 3.140 0.321
N 0.739 1.994 0.194
C 0.029 0.890 0.059
C 0.635 -0.346 0.108
C 2.011 -0.628 0.134
O 2.543 -1.753 0.360
N 2.974 0.231 -0.162
O 4.102 0.467 -0.395
H -0.944 0.788 -0.315
H -0.108 -1.235 0.003
*
```

These are the Löwdin partial charges, in e, on atoms 1 to 8: atom 1 (O): 0.060, atom 2 (N): -0.076, atom 3 (C): -0.122, atom 4 (C): 0.051, atom 5 (C): -0.498, atom 6 (O): 0.045, atom 7 (N): 0.090, atom 8 (O): 0.177

=====

2.
The following is a quantum chemistry calculation of a structure of composition C26H59Br2F3IN21O17S, from the Open Molecules 2025 dataset.

For the HOMO-LUMO gap, the calculation gives 0.3411 Eh.

Structure (ORCA input):
```
! wB97M-V def2-TZVPD RIJCOSX def2/J DEFGRID3
* xyz 0 1
C 5.982 -0.516 -0.185
C 4.585 -1.181 -0.297
O 4.439 -2.364 -0.194
O 3.520 -0.328 -0.505
C 3.481 0.161 -1.844
C 2.625 1.451 -1.908
C 1.135 1.131 -2.217
C 0.459 0.194 -1.192
C -0.238 0.890 0.044
C 0.870 0.917 1.173
C 1.033 -0.234 2.174
O 1.860 -1.066 1.985
I -0.036 -0.424 4.056
C -0.452 2.444 -0.117
O 0.355 3.282 -0.440
N -1.744 2.863 0.259
C -2.276 1.744 1.086
O -1.679 2.026 2.351
C -1.720 0.478 0.321
C -2.154 -0.696 1.242
Br -3.532 -0.467 2.622
C -1.678 -1.964 1.147
C -0.665 -2.399 0.100
Br -2.290 -3.357 2.360
S -2.921 0.309 -1.074
O -4.271 0.223 -0.521
O -2.713 -0.892 -1.883
C -2.962 1.716 -2.286
F -1.797 2.124 -2.741
F -3.712 2.722 -1.834
F -3.629 1.253 -3.346
H 6.257 -0.525 0.878
H 5.895 0.525 -0.531
H 6.645 -1.122 -0.795
H 4.492 0.324 -2.257
H 3.001 -0.562 -2.536
H 3.076 2.057 -2.714
H 2.744 2.047 -0.996
H 0.594 2.055 -2.447
H 1.169 0.572 -3.173
H 1.120 -0.596 -0.812
H -0.346 -0.335 -1.733
H 0.747 1.840 1.769
H 1.837 1.043 0.666
H -1.717 3.748 0.752
H -3.357 1.915 1.070
H -2.430 2.244 2.919
H -0.657 -3.510 0.044
H 0.377 -2.125 0.321
H -0.882 -2.070 -0.922
C 0.524 -6.176 -1.304
O -0.246 -5.646 -0.508
N 1.644 -5.551 -1.759
N 0.319 -7.428 -1.794
H 2.296 -5.962 -2.407
H 1.822 -4.625 -1.417
H -0.497 -7.916 -1.476
H 0.933 -7.885 -2.443
C -7.034 4.901 -2.827
O -7.851 5.811 -2.826
N -6.787 4.139 -3.933
N -6.303 4.573 -1.727
H -6.122 3.389 -3.954
H -7.308 4.353 -4.762
H -6.459 5.113 -0.896
H -5.627 3.833 -1.705
C -5.148 5.413 2.468
O -4.419 4.464 2.740
N -4.939 6.195 1.384
N -6.228 5.750 3.238
H -5.518 6.974 1.134
H -4.154 5.975 0.800
H -6.410 5.185 4.047
H -6.839 6.519 3.036
C 4.702 2.628 1.195
O 5.004 2.281 0.065
N 5.565 2.511 2.246
N 3.481 3.159 1.504
H 5.342 2.787 3.183
H 6.470 2.124 2.054
H 2.819 3.265 0.756
H 3.219 3.448 2.428
C -3.984 8.629 -1.318
O -4.162 7.581 -0.711
N -4.964 9.211 -2.063
N -2.794 9.291 -1.298
H -4.843 10.066 -2.570
H -5.852 8.743 -2.100
H -2.052 8.885 -0.758
H -2.626 10.148 -1.788
C 9.370 0.365 -1.441
O 8.365 0.135 -0.786
N 9.940 -0.567 -2.260
N 10.005 1.574 -1.411
H 10.763 -0.400 -2.806
H 9.499 -1.466 -2.307
H 9.611 2.282 -0.821
H 10.829 1.784 -1.940
C -3.236 6.131 6.394
O -2.402 6.504 7.201
N -3.304 4.847 5.941
N -4.180 6.969 5.870
H -3.982 4.527 5.272
H -2.630 4.197 6.302
H -4.165 7.924 6.175
H -4.874 6.678 5.206
C 5.363 -5.996 -1.886
O 4.552 -5.838 -2.788
N 6.384 -6.901 -1.974
N 5.314 -5.286 -0.729
H 7.060 -7.049 -1.250
H 6.446 -7.440 -2.817
H 4.578 -4.607 -0.632
H 5.969 -5.398 0.021
C -2.947 -7.490 4.357
O -3.086 -8.592 4.863
N -3.951 -6.860 3.679
N -1.779 -6.790 4.424
H -3.853 -5.956 3.257
H -4.828 -7.341 3.606
H -1.015 -7.217 4.913
H -1.650 -5.885 4.013
C -0.306 -11.074 -3.190
O 0.614 -10.497 -2.634
N -0.388 -11.183 -4.549
N -1.327 -11.658 -2.500
H -1.133 -11.652 -5.026
H 0.348 -10.764 -5.087
H -1.297 -11.597 -1.499
H -2.092 -12.137 -2.935
*
```

These are the Löwdin partial charges, in e, on atoms 1 to 8: atom 1 (C): -0.010, atom 2 (C): -0.471, atom 3 (O): 0.111, atom 4 (O): -0.063, atom 5 (C): -0.178, atom 6 (C): -0.149, atom 7 (C): -0.169, atom 8 (C): -0.107

=====

3.
The following is a quantum chemistry calculation of a structure of composition C31H30F6MnN4O8S2Sb, from the Open Molecules 2025 dataset.

The expectation value of S² is 3.785. For the HOMO-LUMO gap (spin up / spin down), the calculation gives 0.2361 / 0.1481 Eh. The value obtained for the energy above the lowest of the compared OMol25 structures with the same formula, charge and spin is 9.1 kcal per mole.

Structure (ORCA input):
```
! wB97M-V def2-TZVPD RIJCOSX def2/J DEFGRID3
* xyz 1 4
Mn 0.002 -0.227 -0.208
O -6.069 2.665 -0.020
C -5.227 3.107 0.734
O -4.965 4.018 1.483
C -3.846 2.170 0.526
C -3.949 0.976 -0.155
C -2.778 0.245 -0.295
N -1.644 0.693 0.242
C -1.543 1.861 0.880
C -2.665 2.657 1.052
C -0.168 2.167 1.332
C 0.197 3.326 1.984
C 1.534 3.502 2.330
C 2.450 2.515 2.024
C 2.010 1.369 1.376
N 0.735 1.206 1.036
C -2.614 -1.016 -1.049
C -3.650 -1.676 -1.674
C -3.365 -2.815 -2.416
C -2.058 -3.257 -2.499
C -1.069 -2.556 -1.826
N -1.339 -1.465 -1.113
H -4.887 0.654 -0.577
H -2.634 3.605 1.565
H -0.534 4.090 2.207
H 1.847 4.410 2.828
H 3.500 2.618 2.260
H 2.694 0.587 1.080
H -4.661 -1.302 -1.606
H -4.159 -3.342 -2.927
H -1.792 -4.129 -3.079
H -0.033 -2.855 -1.874
C -1.305 -1.656 3.456
Sb 0.046 -1.883 1.840
C 1.918 -1.946 2.819
C -0.221 -3.917 1.322
H -1.100 -2.415 4.208
H -2.330 -1.768 3.103
H -1.188 -0.669 3.901
H 1.948 -2.831 3.453
H 2.057 -1.058 3.432
H 2.709 -2.000 2.073
H -0.095 -4.526 2.216
H 0.528 -4.201 0.585
H -1.215 -4.080 0.910
F 4.075 -2.747 -0.543
C 3.344 -2.819 -1.650
F 2.450 -3.805 -1.507
F 4.118 -3.074 -2.686
S 2.423 -1.242 -1.932
O 1.739 -1.158 -0.598
O 1.530 -1.495 -3.018
N 3.395 -0.108 -2.204
S 4.722 0.278 -1.391
O 4.473 0.474 0.011
O 5.846 -0.495 -1.799
C 4.933 1.967 -2.104
F 4.914 1.941 -3.424
F 6.101 2.439 -1.683
F 3.960 2.768 -1.665
C 2.456 4.606 -6.390
C 1.678 3.771 -5.412
C 0.986 2.643 -5.824
C 0.267 1.856 -4.929
C -0.474 0.644 -5.426
C 0.276 2.211 -3.578
C 0.966 3.346 -3.131
C 0.957 3.780 -1.688
C 1.646 4.114 -4.063
C -0.447 1.340 -2.602
O -1.635 1.078 -2.663
O 0.332 0.942 -1.608
H 2.313 4.254 -7.410
H 3.524 4.569 -6.168
H 2.148 5.651 -6.343
H 1.006 2.361 -6.870
H -0.175 0.414 -6.448
H -1.551 0.810 -5.409
H -0.264 -0.229 -4.808
H 1.374 3.015 -1.036
H -0.063 3.993 -1.352
H 1.543 4.690 -1.567
H 2.176 4.999 -3.727
*
```

These are the Löwdin partial charges, in e, on atoms 1 to 8: atom 1 (Mn): 0.575, atom 2 (O): 0.217, atom 3 (C): -0.517, atom 4 (O): 0.188, atom 5 (C): 0.008, atom 6 (C): 0.091, atom 7 (C): -0.154, atom 8 (N): 0.058

=====

4.
The following is a quantum chemistry calculation of an isolated molecule of C3H7N3O2, from the Open Molecules 2025 dataset.

For the HOMO-LUMO gap, the calculation gives 0.2983 Eh. The value obtained for the energy above the lowest of the compared OMol25 structures with the same formula, charge and spin is 127.9 kcal per mole. As for the structure (SMILES): N/C=N/NC(=O)CO.

Structure (ORCA input):
```
! wB97M-V def2-TZVPD RIJCOSX def2/J DEFGRID3
* xyz 0 1
N 1.205 -0.755 -2.949
C 0.237 -0.441 -2.153
N 0.591 -0.542 -0.959
N -0.257 -0.134 0.084
C 0.173 -0.103 1.340
O 1.229 -0.418 1.830
C -0.971 0.725 2.000
O -1.859 1.225 0.963
H 1.992 -1.067 -2.440
H 1.221 -1.221 -3.967
H -0.703 -0.219 -2.601
H -1.090 0.665 -0.045
H -1.382 0.142 2.972
H -0.464 1.881 2.381
H -1.939 2.284 1.005
*
```

These are the Löwdin partial charges, in e, on atoms 1 to 8: atom 1 (N): 0.040, atom 2 (C): -0.351, atom 3 (N): 0.052, atom 4 (N): 0.003, atom 5 (C): -0.559, atom 6 (O): 0.053, atom 7 (C): -0.129, atom 8 (O): -0.152

=====

5.
The following is a quantum chemistry calculation of an isolated molecule of C17H21N3O4S, from the Open Molecules 2025 dataset.

For the HOMO-LUMO gap, the calculation gives 0.3175 Eh. The value obtained for the energy above the lowest of the compared OMol25 structures with the same formula, charge and spin is 81.8 kcal per mole. As for the structure (SMILES): COc1ccc(OC)c(S(=O)(=O)N2CCN(c3ccccn3)CC2)c1.

Structure (ORCA input):
```
! wB97M-V def2-TZVPD RIJCOSX def2/J DEFGRID3
* xyz 0 1
C 5.108 -1.741 2.030
O 4.740 -2.156 0.733
C 3.819 -1.427 0.060
C 3.507 -1.861 -1.233
C 2.581 -1.187 -1.998
C 1.934 -0.057 -1.497
O 0.960 0.578 -2.229
C 1.446 1.510 -3.185
C 2.254 0.372 -0.220
S 1.507 1.856 0.481
O 2.068 1.998 1.795
O 1.652 2.948 -0.436
N -0.108 1.578 0.694
C -0.449 0.468 1.545
C -1.849 0.719 2.126
N -2.801 0.915 1.059
C -3.504 -0.114 0.488
C -3.754 -1.333 1.145
C -4.542 -2.275 0.522
C -5.074 -2.008 -0.735
C -4.777 -0.783 -1.299
N -4.021 0.131 -0.720
C -2.430 2.043 0.227
C -1.045 1.807 -0.383
C 3.177 -0.298 0.559
H 5.862 -2.453 2.361
H 4.256 -1.767 2.715
H 5.536 -0.734 2.021
H 4.008 -2.737 -1.613
H 2.338 -1.532 -2.992
H 1.882 2.377 -2.680
H 0.578 1.817 -3.765
H 2.188 1.049 -3.843
H 0.300 0.424 2.336
H -0.449 -0.480 0.982
H -2.143 -0.103 2.774
H -1.819 1.638 2.720
H -3.351 -1.541 2.123
H -4.744 -3.217 1.012
H -5.692 -2.727 -1.249
H -5.157 -0.506 -2.275
H -3.175 2.148 -0.559
H -2.410 2.937 0.855
H -0.693 2.678 -0.932
H -1.090 0.944 -1.059
H 3.373 0.104 1.540
*
```

These are the Löwdin partial charges, in e, on atoms 1 to 8: atom 1 (C): -0.076, atom 2 (O): -0.077, atom 3 (C): -0.266, atom 4 (C): 0.019, atom 5 (C): 0.014, atom 6 (C): -0.281, atom 7 (O): -0.133, atom 8 (C): -0.058

=====

6.
The following is a quantum chemistry calculation of a cluster of 2 separate species, CN3O3 in total, from the Open Molecules 2025 dataset.

For the HOMO-LUMO gap (spin up / spin down), the calculation gives 0.2430 / 0.2429 Eh. The value obtained for the energy above the lowest of the compared OMol25 structures with the same formula, charge and spin is 37.0 kcal per mole.

Structure (ORCA input):
```
! wB97M-V def2-TZVPD RIJCOSX def2/J DEFGRID3
* xyz -1 1
C -0.497 -0.588 1.727
N -0.899 -1.537 2.245
N 1.036 0.766 -0.644
N 0.301 0.361 -1.516
O -0.641 -0.355 -1.616
O 1.008 0.820 -2.532
O 0.072 0.416 1.430
*
```

Here is what Löwdin gives for the atomic charges, in e: atom 1 (C): -0.712, atom 2 (N): 0.016, atom 3 (N): 0.321, atom 4 (N): -0.616, atom 5 (O): 0.076, atom 6 (O): -0.017, atom 7 (O): -0.067

=====

7.
The following is a quantum chemistry calculation of a cluster of 2 separate species, C2H4N2 in total, from the Open Molecules 2025 dataset.

For the HOMO-LUMO gap, the calculation gives 0.4065 Eh. The value obtained for the energy above the lowest of the compared OMol25 structures with the same formula, charge and spin is 60.3 kcal per mole.

Structure (ORCA input):
```
! wB97M-V def2-TZVPD RIJCOSX def2/J DEFGRID3
* xyz 0 1
C -2.483 -0.404 0.374
C 1.184 0.433 -0.634
N -1.643 -0.136 1.141
N 0.656 -0.622 -0.350
H 1.203 1.348 0.128
H 1.571 0.759 -1.593
H -1.105 -0.084 2.026
H 0.617 -1.293 -1.092
*
```

Here is what Löwdin gives for the atomic charges, in e: atom 1 (C): -0.106, atom 2 (C): -0.192, atom 3 (N): -0.005, atom 4 (N): 0.012, atom 5 (H): 0.094, atom 6 (H): 0.053, atom 7 (H): 0.097, atom 8 (H): 0.047

=====

8.
The following is a quantum chemistry calculation of an isolated molecule of C4H11NO, from the Open Molecules 2025 dataset.

For the HOMO-LUMO gap, the calculation gives 0.3869 Eh. The value obtained for the energy above the lowest of the compared OMol25 structures with the same formula, charge and spin is 30.6 kcal per mole. As for the structure (SMILES): NCCCCO.

Structure (ORCA input):
```
! wB97M-V def2-TZVPD RIJCOSX def2/J DEFGRID3
* xyz 0 1
N 2.024 -0.913 0.235
C 0.717 -1.319 -0.291
C 0.049 -0.209 -1.071
C -0.237 1.131 -0.380
C -0.985 1.018 0.951
O -2.311 1.570 0.872
H 2.738 -1.562 -0.078
H 2.096 -1.024 1.233
H 0.813 -2.226 -0.897
H -0.067 -1.663 0.404
H -0.911 -0.648 -1.391
H 0.590 -0.034 -2.013
H -0.737 1.757 -1.112
H 0.718 1.591 -0.098
H -0.534 1.652 1.719
H -1.034 -0.020 1.298
H -2.929 0.898 0.620
*
```

These are the Löwdin partial charges, in e, on atoms 1 to 8: atom 1 (N): 0.011, atom 2 (C): -0.310, atom 3 (C): -0.235, atom 4 (C): -0.183, atom 5 (C): -0.243, atom 6 (O): -0.079, atom 7 (H): 0.062, atom 8 (H): 0.058

=====

Which formula does entry 4 have? C3H7N3O2

=====

Copy entry 8 word for word.
The following is a quantum chemistry calculation of an isolated molecule of C4H11NO, from the Open Molecules 2025 dataset.

For the HOMO-LUMO gap, the calculation gives 0.3869 Eh. The value obtained for the energy above the lowest of the compared OMol25 structures with the same formula, charge and spin is 30.6 kcal per mole. As for the structure (SMILES): NCCCCO.

Structure (ORCA input):
```
! wB97M-V def2-TZVPD RIJCOSX def2/J DEFGRID3
* xyz 0 1
N 2.024 -0.913 0.235
C 0.717 -1.319 -0.291
C 0.049 -0.209 -1.071
C -0.237 1.131 -0.380
C -0.985 1.018 0.951
O -2.311 1.570 0.872
H 2.738 -1.562 -0.078
H 2.096 -1.024 1.233
H 0.813 -2.226 -0.897
H -0.067 -1.663 0.404
H -0.911 -0.648 -1.391
H 0.590 -0.034 -2.013
H -0.737 1.757 -1.112
H 0.718 1.591 -0.098
H -0.534 1.652 1.719
H -1.034 -0.020 1.298
H -2.929 0.898 0.620
*
```

These are the Löwdin partial charges, in e, on atoms 1 to 8: atom 1 (N): 0.011, atom 2 (C): -0.310, atom 3 (C): -0.235, atom 4 (C): -0.183, atom 5 (C): -0.243, atom 6 (O): -0.079, atom 7 (H): 0.062, atom 8 (H): 0.058

=====

What did the sixth record say?
The following is a quantum chemistry calculation of a cluster of 2 separate species, CN3O3 in total, from the Open Molecules 2025 dataset.

For the HOMO-LUMO gap (spin up / spin down), the calculation gives 0.2430 / 0.2429 Eh. The value obtained for the energy above the lowest of the compared OMol25 structures with the same formula, charge and spin is 37.0 kcal per mole.

Structure (ORCA input):
```
! wB97M-V def2-TZVPD RIJCOSX def2/J DEFGRID3
* xyz -1 1
C -0.497 -0.588 1.727
N -0.899 -1.537 2.245
N 1.036 0.766 -0.644
N 0.301 0.361 -1.516
O -0.641 -0.355 -1.616
O 1.008 0.820 -2.532
O 0.072 0.416 1.430
*
```

Here is what Löwdin gives for the atomic charges, in e: atom 1 (C): -0.712, atom 2 (N): 0.016, atom 3 (N): 0.321, atom 4 (N): -0.616, atom 5 (O): 0.076, atom 6 (O): -0.017, atom 7 (O): -0.067